An isolated molecule of C5H9NO. Source: the OMol25 dataset; level of theory: ωB97M-V with the def2-TZVPD basis set.

Last column: Mulliken charge in e.
Positions of all 16 atoms, in Å:
C (-2.3259, 0.3999, -0.4034)  -1.0295
C (-1.0586, 0.1350, -0.0469)  0.4814
N (-0.7928, -0.5535, 1.1730)  -0.4688
C (0.1661, 0.5325, -0.8557)  -0.4769
C (1.4049, -0.2482, -0.5335)  -0.7881
C (2.0023, -0.0384, 0.8413)  0.0624
O (2.7091, -0.8247, 1.4010)  -0.4775
H (-3.2071, -0.1875, -0.2041)  0.3232
H (-2.3998, 1.2115, -1.1239)  0.2373
H (-1.6745, -0.7604, 1.6314)  0.2880
H (-0.2930, -1.4231, 1.0114)  0.2200
H (-0.1170, 0.6244, -1.9013)  0.3639
H (0.2360, 1.5936, -0.5434)  0.2647
H (1.2449, -1.3380, -0.5376)  0.3091
H (2.2666, -0.0900, -1.1913)  0.3670
H (1.8390, 0.9669, 1.2829)  0.3239

Summary:
Energy relative to the best compared isomer or geometry (same formula, charge and spin) = 201.48 kJ/mol
SMILES string = C=C(N)CCC=O
HOMO-LUMO gap = 9.52 eV